[1]
This record from the Open Molecules 2025 dataset describes a cluster of 10 separate species, C16H51N15O10 in total in a non-equilibrium geometry. The level of theory is ωB97M-V/def2-TZVPD.

Structure (XYZ):
```
92
Properties=species:S:1:pos:R:3
C -24.515 3.092 -12.437
C -24.589 4.362 -11.536
C -23.325 4.547 -10.688
C -24.527 5.501 -12.545
C -25.839 5.692 -13.327
C -26.981 5.963 -12.337
C -27.106 4.790 -11.258
C -28.009 5.276 -10.116
C -27.817 3.508 -11.751
N -25.770 4.586 -10.679
O -25.790 3.703 -9.531
H -25.321 3.038 -13.169
H -23.516 3.031 -12.868
H -24.853 2.248 -11.835
H -22.414 4.790 -11.235
H -23.530 5.354 -9.985
H -23.170 3.591 -10.187
H -24.315 6.409 -11.980
H -23.694 5.453 -13.247
H -25.745 6.529 -14.019
H -25.925 4.799 -13.947
H -27.854 5.932 -12.989
H -26.915 6.957 -11.894
H -28.937 5.685 -10.516
H -27.604 6.096 -9.523
H -28.242 4.462 -9.429
H -27.713 2.636 -11.106
H -27.466 3.219 -12.742
H -28.878 3.645 -11.962
H -25.750 4.347 -8.821
N -17.086 -3.517 -26.031
C -17.706 -4.641 -25.850
N -17.914 -5.135 -27.016
O -17.916 -5.190 -24.770
H -17.140 -3.295 -27.015
H -16.889 -2.953 -25.216
H -18.302 -6.067 -27.055
H -17.363 -4.807 -27.796
N -11.894 2.537 -25.954
C -13.068 2.392 -26.478
N -13.000 2.129 -27.775
O -14.109 2.686 -25.927
H -11.763 2.947 -25.041
H -11.109 2.281 -26.535
H -12.074 2.391 -28.082
H -13.935 2.302 -28.115
N -7.146 3.157 -21.257
C -7.764 2.099 -21.014
N -8.873 2.435 -20.409
O -7.373 0.983 -21.222
H -7.588 4.054 -21.117
H -6.279 3.215 -21.771
H -9.313 1.661 -19.932
H -9.059 3.428 -20.381
N -20.639 -4.209 -17.542
C -20.116 -2.997 -17.871
N -21.013 -2.270 -18.496
O -18.963 -2.745 -17.665
H -20.136 -4.989 -17.141
H -21.643 -4.243 -17.441
H -21.991 -2.485 -18.369
H -20.719 -1.499 -19.078
N -16.914 2.591 -17.668
C -16.048 2.708 -18.653
N -16.232 1.752 -19.620
O -15.332 3.642 -18.747
H -17.455 1.742 -17.586
H -16.729 3.159 -16.854
H -16.696 0.944 -19.228
H -15.593 1.788 -20.401
N -10.904 8.034 -23.097
C -11.287 7.784 -21.853
N -12.550 7.852 -21.911
O -10.551 7.405 -20.957
H -9.901 8.051 -23.207
H -11.452 8.089 -23.944
H -13.024 8.144 -22.754
H -12.967 7.043 -21.473
N -9.743 4.716 -14.787
C -8.581 4.892 -14.214
N -7.680 4.830 -15.074
O -8.324 4.969 -12.974
H -9.746 4.472 -15.767
H -10.496 4.682 -14.114
H -6.727 4.614 -14.817
H -7.917 4.869 -16.055
O -19.142 5.040 -23.371
H -18.364 4.570 -23.668
H -19.529 4.469 -22.707
O -15.649 6.006 -13.116
H -15.351 6.663 -12.487
H -15.133 6.177 -13.904
```

## Properties
total charge = 0
E_LUMO = -0.1 eV
SMILES string = CC1(C)CCCC(C)(C)N1O.NC(N)=O.NC(N)=O.NC(N)=O.NC(N)=O.NC(N)=O.NC(N)=O.NC(N)=O.O.O
orbital gap = 8.325 eV

[2]
This record from the Open Molecules 2025 dataset describes the molecule C7H13N in a non-equilibrium geometry. The level of theory is ωB97M-V/def2-TZVPD.

Structure (XYZ):
```
21
Properties=species:S:1:pos:R:3
C -2.293 -0.443 -0.771
C -0.897 -1.070 -0.777
C 0.095 -0.246 0.055
C 1.482 -0.591 -0.278
C 2.474 0.407 -0.334
C 2.321 1.762 -0.212
C -0.157 -0.352 1.576
N -2.293 0.941 -0.345
H -2.577 -0.593 0.309
H -2.897 -0.830 -1.587
H -0.518 -1.205 -1.802
H -0.966 -2.031 -0.278
H 1.839 -1.559 0.080
H 3.515 0.092 -0.373
H 1.396 2.275 -0.401
H 3.221 2.322 0.003
H -0.019 0.799 -0.217
H 0.553 0.395 1.961
H -1.170 -0.046 1.824
H 0.146 -1.292 2.030
H -3.255 1.265 -0.463
```

## Properties
total charge = 0
E_LUMO = -2.3 eV
orbital gap = 3.553 eV

[3]
This record from the Open Molecules 2025 dataset describes a structure of composition C30H25FIrN3O8S3 in a non-equilibrium geometry. The level of theory is ωB97M-V/def2-TZVPD.

Structure (XYZ):
```
71
Properties=species:S:1:pos:R:3
Ir 0.156 0.281 -1.394
C 3.344 2.963 -1.796
C 2.313 2.199 -1.013
N 2.051 0.957 -1.406
N 2.920 0.381 -2.235
C 2.607 -0.634 -2.968
S 1.112 -1.386 -3.226
S 3.932 -1.307 -3.932
C 5.427 -0.661 -3.060
C 5.908 -1.623 -2.033
C 6.876 -2.572 -2.341
C 7.341 -3.446 -1.377
C 6.841 -3.388 -0.088
C 5.857 -2.464 0.221
C 5.388 -1.591 -0.743
C 1.628 2.814 0.073
C 1.796 4.188 0.334
C 1.130 4.831 1.346
C 0.233 4.126 2.155
C 0.032 2.793 1.945
C 0.695 2.079 0.905
O 0.457 0.841 0.782
H 4.046 2.268 -2.253
H 3.878 3.672 -1.173
H 2.792 3.488 -2.578
H 5.102 0.276 -2.614
H 6.174 -0.480 -3.831
H 7.265 -2.624 -3.346
H 8.100 -4.174 -1.629
H 7.217 -4.062 0.670
H 5.451 -2.421 1.221
H 4.609 -0.884 -0.503
H 2.435 4.767 -0.312
H 1.270 5.893 1.503
H -0.319 4.642 2.932
H -0.685 2.239 2.534
C -4.990 -3.903 1.524
C -4.844 -2.672 2.428
C -6.198 -1.972 2.591
C -6.013 -0.526 3.042
C -5.216 0.182 1.985
C -5.509 1.468 1.557
C -4.711 2.048 0.581
F -5.032 3.318 0.203
C -3.640 1.404 0.008
C -3.357 0.092 0.412
C -2.262 -0.658 -0.180
O -1.833 -0.397 -1.334
C -1.780 -1.750 0.638
C -2.597 -2.283 1.573
N -3.852 -1.788 1.843
C -4.152 -0.513 1.407
C -0.363 -2.323 0.522
O -0.111 -3.310 1.219
O 0.458 -1.756 -0.246
H -5.692 -4.619 1.945
H -4.028 -4.388 1.391
H -5.345 -3.586 0.545
H -4.482 -2.998 3.417
H -6.808 -2.526 3.307
H -6.718 -1.972 1.630
H -5.484 -0.507 4.003
H -6.981 -0.034 3.179
H -6.334 2.024 1.984
H -2.998 1.891 -0.714
H -2.263 -3.131 2.156
O -0.012 1.365 -3.297
S -0.459 2.679 -2.688
O 0.658 3.620 -2.760
O -0.799 2.359 -1.260
O -1.633 3.180 -3.383
```

## Properties
total charge = -2
multiplicity = 5
E_LUMO (spin up / spin down) = 3.8 / 3.8 eV
orbital gap (spin up / spin down) = 4.454 / 5.797 eV

[4]
This record from the Open Molecules 2025 dataset describes the molecule CH3BrClOP in a non-equilibrium geometry. The level of theory is ωB97M-V/def2-TZVPD.

Structure (XYZ):
```
8
Properties=species:S:1:pos:R:3
C 0.976 -0.346 -0.157
P -0.593 0.408 0.346
O -0.810 0.425 1.809
Cl -0.863 2.135 -0.557
Br -2.317 -1.122 -0.806
H 1.740 -0.001 0.555
H 0.647 -1.423 -0.031
H 1.221 -0.076 -1.159
```

## Properties
total charge = 0
E_LUMO = -0.9 eV
SMILES string = C[P@@](=O)(Cl)Br
orbital gap = 9.524 eV

What did the third record say?
This record from the Open Molecules 2025 dataset describes a structure of composition C30H25FIrN3O8S3 in a non-equilibrium geometry. The level of theory is ωB97M-V/def2-TZVPD.

Structure (XYZ):
```
71
Properties=species:S:1:pos:R:3
Ir 0.156 0.281 -1.394
C 3.344 2.963 -1.796
C 2.313 2.199 -1.013
N 2.051 0.957 -1.406
N 2.920 0.381 -2.235
C 2.607 -0.634 -2.968
S 1.112 -1.386 -3.226
S 3.932 -1.307 -3.932
C 5.427 -0.661 -3.060
C 5.908 -1.623 -2.033
C 6.876 -2.572 -2.341
C 7.341 -3.446 -1.377
C 6.841 -3.388 -0.088
C 5.857 -2.464 0.221
C 5.388 -1.591 -0.743
C 1.628 2.814 0.073
C 1.796 4.188 0.334
C 1.130 4.831 1.346
C 0.233 4.126 2.155
C 0.032 2.793 1.945
C 0.695 2.079 0.905
O 0.457 0.841 0.782
H 4.046 2.268 -2.253
H 3.878 3.672 -1.173
H 2.792 3.488 -2.578
H 5.102 0.276 -2.614
H 6.174 -0.480 -3.831
H 7.265 -2.624 -3.346
H 8.100 -4.174 -1.629
H 7.217 -4.062 0.670
H 5.451 -2.421 1.221
H 4.609 -0.884 -0.503
H 2.435 4.767 -0.312
H 1.270 5.893 1.503
H -0.319 4.642 2.932
H -0.685 2.239 2.534
C -4.990 -3.903 1.524
C -4.844 -2.672 2.428
C -6.198 -1.972 2.591
C -6.013 -0.526 3.042
C -5.216 0.182 1.985
C -5.509 1.468 1.557
C -4.711 2.048 0.581
F -5.032 3.318 0.203
C -3.640 1.404 0.008
C -3.357 0.092 0.412
C -2.262 -0.658 -0.180
O -1.833 -0.397 -1.334
C -1.780 -1.750 0.638
C -2.597 -2.283 1.573
N -3.852 -1.788 1.843
C -4.152 -0.513 1.407
C -0.363 -2.323 0.522
O -0.111 -3.310 1.219
O 0.458 -1.756 -0.246
H -5.692 -4.619 1.945
H -4.028 -4.388 1.391
H -5.345 -3.586 0.545
H -4.482 -2.998 3.417
H -6.808 -2.526 3.307
H -6.718 -1.972 1.630
H -5.484 -0.507 4.003
H -6.981 -0.034 3.179
H -6.334 2.024 1.984
H -2.998 1.891 -0.714
H -2.263 -3.131 2.156
O -0.012 1.365 -3.297
S -0.459 2.679 -2.688
O 0.658 3.620 -2.760
O -0.799 2.359 -1.260
O -1.633 3.180 -3.383
```

## Properties
total charge = -2
multiplicity = 5
E_LUMO (spin up / spin down) = 3.8 / 3.8 eV
orbital gap (spin up / spin down) = 4.454 / 5.797 eV

Question: Number 4 is which compound?
Answer: CH3BrClOP